Entry 1:
A single C44H34ClN3O4S molecule. Source: the OMol25 dataset; level of theory: ωB97M-V/def2-TZVPD.

Structure (XYZ):
```
87
Properties=species:S:1:pos:R:3:forces:R:3
C 7.22925 -3.69152 -0.79531 -0.50 -0.48 -0.16
H 4.15754 -1.66663 1.29462 -0.45 0.00 -0.22
H 5.17566 6.73248 0.27883 -0.29 -0.03 -0.02
H -5.71130 5.05534 -3.15546 0.01 -0.23 -0.27
C -8.34754 0.03369 0.29737 -0.11 0.01 0.01
C -5.06374 1.86853 -2.21082 0.08 -0.05 -0.06
C 0.25335 0.83694 1.23496 0.38 0.25 0.88
C -3.74770 0.83250 -0.42742 0.01 0.00 0.17
H -4.40907 1.48540 1.52565 0.28 0.21 -0.31
C 2.64367 5.59570 3.00623 0.44 -0.69 -0.09
H 1.87098 -5.23228 2.21520 0.19 -0.47 -0.54
H -9.16701 0.45454 0.88642 0.26 -0.11 -0.20
C -5.18854 1.98683 -4.61449 0.22 -0.13 0.52
O 4.36483 9.32193 3.08821 0.74 -1.30 -1.62
H -5.65895 3.92981 -5.39604 0.01 0.01 0.00
C 3.07888 -1.65483 1.10134 -0.08 -0.59 0.04
H -9.40033 -1.85887 -0.05915 0.81 0.48 -0.15
C 2.13995 -7.17120 -1.17397 -0.13 0.18 0.24
C 3.83075 5.15367 0.93094 0.24 -0.31 0.58
C 2.50145 -5.81610 -1.13434 -0.18 -0.38 0.99
C -5.27173 3.25479 -2.09325 -0.43 -0.79 -0.38
C -1.16446 0.78868 0.65586 -0.01 0.66 -0.12
H -7.13481 1.86775 0.39532 -0.09 -0.68 -0.03
C 1.95396 -5.82656 1.28860 0.77 0.14 -0.66
C -1.40798 0.31705 -0.64460 -0.19 0.33 -0.12
H 6.52230 -2.76087 -2.63921 0.09 -0.08 0.38
H -4.80691 0.14739 -3.49517 -0.03 0.53 -0.05
H 2.15809 -7.68927 -2.13610 0.00 0.01 0.41
H 5.15975 -5.11771 1.52895 0.16 0.37 -0.31
C -8.48006 -1.26390 -0.22930 0.67 0.49 -0.15
O 5.43934 8.96776 1.20053 -1.18 -0.83 1.65
H 4.11453 -2.82503 -1.97402 0.44 -0.13 0.38
H -0.57080 0.03664 -1.27725 -0.06 -0.24 0.19
C 6.84909 -4.40152 0.35347 -0.08 0.16 -0.17
C 2.33537 -0.51221 1.32417 -0.09 -0.45 -0.38
C 3.26140 6.86319 3.07970 0.15 -0.52 -0.06
H 8.28151 -3.60779 -1.04096 -0.09 0.04 -0.05
C 2.98858 4.69555 1.96708 -0.26 0.70 -0.49
C -5.46467 3.35305 -4.50088 0.06 -0.06 0.08
N -5.00698 1.09524 -1.01033 -0.21 -0.19 0.34
C 1.66115 -7.18986 1.23449 -0.06 0.76 -0.24
S 2.47389 2.85328 2.04722 -0.09 -1.47 1.39
C -7.41549 -1.75708 -1.00996 -0.10 -0.04 0.23
H 4.06696 4.46192 0.11057 -0.01 0.51 0.37
C 0.95065 2.29379 0.98736 -0.13 1.60 0.50
C 4.54229 -3.85249 -0.11245 0.09 -0.74 -0.08
H 0.23524 1.00959 2.33633 -0.65 -0.19 -0.45
C -6.13017 0.28130 -0.67139 -0.83 -0.17 -0.48
H 1.37519 -7.69491 2.16353 0.02 0.00 -0.56
C 4.19333 7.27008 2.11053 -1.81 -2.65 -0.52
O 3.67871 2.09415 1.68521 -1.23 1.83 0.18
Cl 1.28743 3.22875 -0.55861 -0.61 -1.25 0.27
C 2.43149 -2.81942 0.64342 -0.06 -0.05 -0.33
H -0.77133 -1.79027 0.72687 0.21 0.38 -0.13
H -5.44135 -1.39276 -1.87716 -0.50 0.17 0.54
H -7.51545 -2.75057 -1.45225 0.13 0.29 0.07
C 5.49944 -4.52848 0.66884 -0.26 0.58 -0.22
C 2.50293 -5.20159 0.13425 0.22 -0.12 0.11
C -3.55160 1.21880 0.90467 0.65 -0.34 -0.14
H -5.37433 3.67427 -1.08498 0.18 -0.07 -0.52
C -2.70374 0.28519 -1.18307 0.48 0.30 0.85
N 4.71222 8.58685 2.13911 1.02 3.26 0.15
C 1.02265 -2.86255 0.50212 0.49 0.29 0.51
C 4.44399 6.42239 1.01830 -0.03 -0.43 0.25
H 1.96764 5.25153 3.80283 0.38 0.27 -0.42
H 0.49918 -3.79919 0.23264 0.44 0.81 0.14
H 2.80092 -5.25642 -2.03663 -0.03 -0.42 0.67
H 3.08019 7.51931 3.92496 -0.18 -0.11 -0.21
C 4.89937 -3.23515 -1.32245 0.14 -0.28 0.45
H -2.09315 1.59757 2.42814 0.03 -0.21 -0.02
O 1.87172 2.65597 3.37126 0.94 0.58 -0.91
C 0.31256 -1.70110 0.76900 -0.01 0.06 0.14
H 2.82028 0.40135 1.61295 0.18 -0.30 0.03
H 1.64491 -8.92643 -0.01232 -0.18 0.16 -0.17
H 7.58944 -4.85550 1.01868 -0.16 0.19 -0.37
C 6.25007 -3.20301 -1.67821 0.02 0.27 0.36
C -2.25709 1.21277 1.42432 -0.09 -0.08 -0.12
C -4.96003 1.23206 -3.45513 -0.57 0.64 -0.05
H -5.14434 1.48329 -5.58187 -0.07 0.33 0.20
C -7.20496 0.81903 0.06504 0.20 -0.50 -0.30
H 0.18230 2.87194 1.55659 0.65 0.13 -0.92
C -5.50346 3.99047 -3.25520 0.27 -0.22 0.22
C -6.24533 -1.00750 -1.22595 -0.52 0.00 0.24
C 1.77882 -7.84821 0.00467 0.26 -0.13 -0.16
C 0.96797 -0.49823 1.10626 -0.02 0.13 -0.84
N 3.17326 -3.94500 0.29148 -0.57 -0.08 -0.10
H -2.91202 -0.17804 -2.14939 0.21 0.49 0.17
```
Forces are in eV/Å.

Calculated values
F_max: 3.42 eV Å⁻¹
gap between HOMO and LUMO: 5.913 eV
2S+1: 1


Entry 2:
A molecular structure, C42H60BeBr2F4KN4NaO15P2S4. Source: the OMol25 dataset; level of theory: ωB97M-V/def2-TZVPD.

Structure (XYZ):
```
136
Properties=species:S:1:pos:R:3:forces:R:3
H -7.72607 -2.33135 -2.25050 0.57 0.40 -1.87
H -8.83684 -1.82715 -6.73748 1.14 0.06 1.33
C 6.28544 1.15502 8.11419 -0.56 -0.32 -0.11
O 7.84958 -1.17413 -7.34327 -0.03 0.03 0.46
H -3.09035 -3.51474 -0.98053 1.13 1.63 0.75
C -2.62021 -5.49794 5.95940 -0.19 0.06 -0.24
H -3.67906 3.19667 -2.56699 0.00 -1.89 0.49
C 5.21233 1.46135 -4.88206 -1.61 -3.17 -0.61
F 2.38035 0.00636 3.41212 0.19 0.16 0.43
O 6.21045 7.49191 8.17971 0.89 2.35 2.64
H -1.18540 -2.03401 2.95909 -1.44 -0.57 0.06
H -3.81760 -0.35134 3.50507 -0.63 -0.21 -1.74
C -8.51179 -2.08695 -4.41393 4.02 0.46 -1.42
H 6.73608 3.21504 2.52561 -0.30 0.11 0.15
O -3.10598 0.24463 -3.97414 -1.73 0.11 3.51
O -3.51801 -5.25806 5.16424 0.04 0.05 0.00
H -4.92413 -2.89429 -1.86304 0.31 1.96 -0.51
O 5.32131 5.56903 8.31731 -0.27 -0.39 2.13
H -1.34030 -3.92658 -2.40798 0.42 1.53 1.02
Na -5.43942 -3.87288 -5.70208 -0.09 -0.53 -0.03
H -0.37025 2.46960 -6.58665 0.58 0.06 2.07
H 3.76410 2.62747 4.84031 0.03 -0.09 -0.05
N -6.84796 0.42247 -1.35145 0.52 0.78 0.73
H -7.69027 -0.14861 -1.46254 0.64 0.36 0.21
H -5.20177 -0.84570 -7.93563 -1.41 -0.90 0.35
H -1.74632 -2.00459 -3.70070 1.13 0.53 1.40
O -1.31947 0.28314 1.80695 0.07 -3.62 -2.97
H -7.81457 -2.18858 1.68203 0.28 1.15 -1.47
H -1.91605 -3.68191 2.50903 -0.45 1.76 0.51
H -5.41353 -0.62420 2.64323 1.54 -0.11 -0.76
H -1.77935 -3.46585 0.25121 -0.65 1.17 -1.38
H -6.33321 -2.31450 -8.39192 0.43 1.49 1.10
O 5.36075 1.57276 5.70770 -0.45 1.60 0.97
C -5.88525 -1.87573 -3.55981 -2.10 0.48 -3.85
C -4.43985 -0.62767 -1.61833 -2.44 -0.40 0.06
C -2.16756 -2.60136 2.84269 1.03 -0.86 0.24
C -1.10068 -2.96797 -1.79912 1.18 -1.01 -0.43
H -6.03045 -2.63946 -0.06225 0.13 1.80 0.25
C 3.48465 2.04824 11.52016 -0.12 -0.10 0.27
S -4.12076 0.72412 -2.92821 1.11 2.21 -5.46
C -6.21395 -1.34829 -7.76434 -0.86 0.30 0.45
H 8.02894 3.48434 3.70130 0.01 -0.24 0.03
C 5.97174 0.08684 -5.00899 -4.51 0.49 -0.22
K 1.85186 5.42843 -3.35455 0.96 0.27 -0.19
H -2.05737 -5.57353 7.96912 -0.04 0.04 -0.09
C -6.56053 -1.58407 -6.20724 -0.95 -0.65 2.43
H 10.67527 0.44169 -7.62252 -0.07 -0.05 0.01
Br 3.47850 0.10276 11.64537 0.09 0.10 -0.03
O 6.09965 3.44364 4.44695 -2.35 2.00 1.09
H 9.23031 0.70915 -8.61575 -0.02 -0.13 -0.08
S 0.67931 -1.82711 -3.72425 0.19 0.90 0.27
H -0.07920 -3.21249 -1.30977 -1.58 0.69 -0.86
H 5.81108 2.42268 -4.67356 -1.12 -1.73 -0.41
C -3.30850 2.21029 -2.10912 1.11 0.36 0.72
H 3.20478 2.39724 12.51595 -0.01 -0.02 -0.10
H 5.30741 0.67996 8.03890 0.21 -0.26 -0.05
C 0.40054 3.11515 -2.44158 -1.00 -0.36 -3.79
H -1.24357 -0.74106 -2.47219 0.69 -1.41 -0.26
O 9.31195 -0.44486 -5.76302 -0.64 -0.08 0.04
C 7.07826 2.97489 3.53557 0.58 0.20 0.16
C 6.30012 6.25660 7.82992 0.07 -2.25 -0.41
Be 5.79719 6.89230 10.21529 -0.12 -0.65 -4.75
H 1.53483 2.02457 10.53856 0.18 0.03 0.13
C 4.21807 1.63443 4.84444 -0.58 -0.40 -0.52
H -3.75148 -2.17213 -3.06042 -1.57 0.52 0.86
H -4.04160 0.48197 1.89378 -0.65 -1.47 1.02
H -0.63626 -6.10144 6.20566 -0.06 0.07 -0.06
N 1.28302 0.47963 -5.46188 1.01 -0.51 2.06
C 8.89534 -0.60825 -6.93945 0.05 -0.04 0.04
H -7.06122 1.28424 -0.81292 -0.01 -0.97 -0.85
O -0.81893 0.75512 -0.48669 -0.36 -4.03 0.92
H -3.43653 2.20999 -0.97301 0.04 -0.10 -1.62
S -0.55608 -1.22428 -6.45296 1.68 0.81 2.10
H -2.69678 -2.72444 3.86287 0.68 0.38 -1.73
C -5.45128 -1.61013 -5.05563 -4.15 -0.25 0.20
H 3.47548 0.90853 5.17927 0.18 -0.01 -0.20
S -1.07380 -0.41520 0.47298 -0.45 8.36 1.23
O -3.27296 -0.49773 -0.85959 0.18 -0.28 -0.37
Br 3.18174 2.28220 8.68239 -0.39 0.05 0.26
P 6.17938 2.95335 6.09534 5.67 -6.96 -1.84
C -6.38889 -1.56427 0.03325 -2.07 0.03 2.88
N -1.38628 -5.90019 5.56937 0.47 -0.23 -0.48
H 7.01645 0.62953 7.49593 -0.07 0.15 -0.14
C 5.06118 -1.15948 -5.28956 -0.92 3.32 0.36
C -2.19021 -2.86339 -0.65152 0.06 -0.91 -0.02
H 6.60964 1.09762 9.15877 -0.05 0.32 -0.04
O 7.68460 2.69935 6.03117 -0.61 1.31 0.22
H 1.61934 1.10551 -2.55432 -0.99 1.15 -0.94
P -3.40904 -1.91094 1.61999 -1.98 -1.12 0.31
H 3.22023 2.61743 -4.92965 0.59 -1.88 -0.23
C -7.48717 -1.38422 0.94552 2.46 0.33 -2.78
C -2.60335 -1.42811 -0.07884 1.02 -2.03 1.69
C 2.49720 2.53438 10.48868 0.06 0.16 -0.44
O -5.30485 1.19929 -3.69403 1.21 -0.92 2.39
C -4.72593 -1.93380 -2.47782 0.72 -1.62 -0.92
H -1.22687 -5.99815 4.58006 0.01 0.03 0.22
H -4.36711 -1.45334 -5.37365 -1.52 0.07 0.75
H -1.38076 4.61493 -5.48957 1.02 -1.13 1.38
H -3.68485 -5.08481 7.62998 0.20 -0.05 -0.06
H -9.60862 -2.29169 -4.13990 2.03 0.40 -0.42
O 6.18911 2.52302 7.76193 -1.03 2.40 0.12
N -2.78102 -5.38190 7.30035 -0.40 0.12 0.65
H -7.03553 -0.63953 -8.16520 1.44 -1.06 0.62
C 0.99295 1.84542 -3.15571 -1.83 2.39 -1.56
H -8.01993 -0.36989 0.85977 0.89 -1.64 0.83
C -0.99144 -1.78470 -2.84764 -1.56 0.00 -1.48
O 7.20853 5.79214 7.13208 -0.71 0.95 0.23
H 10.10516 -0.83644 -8.71186 -0.13 0.07 -0.06
C -7.39826 -2.10907 -3.33288 0.57 0.21 -1.52
C -0.76585 3.91210 -4.82279 2.70 -2.83 2.45
H 7.11933 0.00572 -4.88029 -1.94 -0.03 -0.51
C -4.29650 -0.49682 2.45915 1.26 1.89 1.04
H 7.19850 1.89219 3.61611 0.07 0.07 0.15
C 3.50407 -1.04884 -5.43997 1.54 2.48 0.58
H -2.17320 2.16158 -2.32852 -1.95 -0.38 0.38
H 2.33886 3.61014 10.58470 0.04 -0.10 0.09
H 0.57490 3.29626 -1.31746 -0.35 -0.50 -1.97
H 4.51122 2.34985 11.30978 -0.18 -0.05 -0.11
H 2.92264 -2.00986 -5.66089 0.91 1.60 0.33
C 9.78535 -0.03602 -8.03952 0.49 0.27 -0.22
H 5.60207 -2.16932 -5.39238 -1.16 1.78 0.05
F 0.48260 -2.65062 1.11274 -0.37 2.70 -1.82
C 0.53305 -0.77361 -5.23479 -2.42 -0.26 -1.65
C 2.74353 0.31654 -5.30609 5.33 -0.08 0.60
C 0.74840 1.60309 -4.67746 -2.33 3.57 1.33
H -5.31450 0.49494 0.08529 -0.48 -1.71 -0.96
C 3.66647 1.56240 -5.02662 1.43 -2.44 -0.25
F 1.24137 -1.16947 -0.59875 -2.18 -1.29 2.66
C -0.14917 2.63716 -5.46729 0.45 0.63 2.67
C -5.72349 -0.27725 -0.67524 -1.06 -0.09 0.42
C -0.46666 4.16968 -3.28293 0.39 -3.11 -1.99
F 1.30283 -0.59816 1.58876 -3.12 -2.23 -3.08
H -0.92002 5.13634 -2.82812 0.83 -1.94 -0.52
C -8.08283 -1.83034 -5.88612 2.78 -0.14 3.16
C 0.51249 -1.32565 0.63667 5.71 0.53 1.63
H 4.52297 1.36600 3.83173 -0.26 0.03 0.14
```
Forces are in eV/Å.

Calculated values
F_max: 9.16 eV Å⁻¹
gap between HOMO and LUMO: 1.504 eV
2S+1: 1


Entry 3:
A single C4H10ClOPS2 molecule. Source: the OMol25 dataset; level of theory: ωB97M-V/def2-TZVPD.

Structure (XYZ):
```
19
Properties=species:S:1:pos:R:3:forces:R:3
C -0.86176 0.68200 0.62142 -1.37 -1.82 2.62
S -0.60434 0.17467 -1.05930 1.94 -0.84 -0.79
H 0.37465 -2.76117 -2.23694 2.12 1.85 1.48
H -1.52147 -1.60545 0.92234 -0.26 2.93 0.84
C -1.64785 1.99191 0.76204 -1.40 -0.48 -1.12
Cl 2.58268 1.52011 -0.99767 0.07 0.90 -0.15
H -2.04617 2.09150 1.81267 0.56 -0.12 -1.06
H 2.89378 -0.32782 -2.55472 -0.14 0.38 1.09
H -0.91558 2.82067 0.54694 -1.42 -0.43 -0.18
H -1.57630 -0.53360 2.46177 -0.16 0.36 -1.59
C -1.71263 -0.47964 1.32552 1.35 -1.73 0.12
S 1.53990 -1.96731 0.98163 -0.45 1.14 -1.11
C 2.76016 -0.14494 -1.45688 0.63 -2.21 1.66
O 1.17654 -2.19754 -1.89798 -2.33 -2.71 -3.28
H -2.70940 -0.18428 1.07786 -1.05 -0.35 0.12
H -2.63847 1.84687 0.05033 2.56 1.10 1.56
H 3.66592 -0.55286 -0.79522 -2.01 0.57 -1.77
P 1.20877 -1.12516 -0.78267 0.56 1.34 1.94
H 0.03154 0.75206 1.21886 0.80 0.11 -0.37
```
Forces are in eV/Å.

Calculated values
F_max: 4.85 eV Å⁻¹
ΔE to the lowest compared entry with this formula, charge and spin: 27.8 kJ/mol
gap between HOMO and LUMO: 9.115 eV
2S+1: 1


Q: The highest gap between HOMO and LUMO belongs to which entry?
A: C4H10ClOPS2


Please write out number 3 again, unchanged.
A single C4H10ClOPS2 molecule. Source: the OMol25 dataset; level of theory: ωB97M-V/def2-TZVPD.

Structure (XYZ):
```
19
Properties=species:S:1:pos:R:3:forces:R:3
C -0.86176 0.68200 0.62142 -1.37 -1.82 2.62
S -0.60434 0.17467 -1.05930 1.94 -0.84 -0.79
H 0.37465 -2.76117 -2.23694 2.12 1.85 1.48
H -1.52147 -1.60545 0.92234 -0.26 2.93 0.84
C -1.64785 1.99191 0.76204 -1.40 -0.48 -1.12
Cl 2.58268 1.52011 -0.99767 0.07 0.90 -0.15
H -2.04617 2.09150 1.81267 0.56 -0.12 -1.06
H 2.89378 -0.32782 -2.55472 -0.14 0.38 1.09
H -0.91558 2.82067 0.54694 -1.42 -0.43 -0.18
H -1.57630 -0.53360 2.46177 -0.16 0.36 -1.59
C -1.71263 -0.47964 1.32552 1.35 -1.73 0.12
S 1.53990 -1.96731 0.98163 -0.45 1.14 -1.11
C 2.76016 -0.14494 -1.45688 0.63 -2.21 1.66
O 1.17654 -2.19754 -1.89798 -2.33 -2.71 -3.28
H -2.70940 -0.18428 1.07786 -1.05 -0.35 0.12
H -2.63847 1.84687 0.05033 2.56 1.10 1.56
H 3.66592 -0.55286 -0.79522 -2.01 0.57 -1.77
P 1.20877 -1.12516 -0.78267 0.56 1.34 1.94
H 0.03154 0.75206 1.21886 0.80 0.11 -0.37
```
Forces are in eV/Å.

Calculated values
F_max: 4.85 eV Å⁻¹
ΔE to the lowest compared entry with this formula, charge and spin: 27.8 kJ/mol
gap between HOMO and LUMO: 9.115 eV
2S+1: 1